# 1
ORCA calculation (the ωB97M-V functional and the def2-TZVPD basis) on 12 unconnected molecules or ions with the total composition C24H72N10O12 at a distorted geometry.

Each line ends with the Mulliken charge.
Element x y z (Å)
N 4.371 -5.378 4.031  -0.4126
C 3.107 -5.594 3.638  0.6895
N 3.108 -6.623 2.846  -0.3833
O 2.109 -5.113 4.172  -0.6511
H 5.128 -5.791 3.503  0.1685
H 4.492 -4.670 4.741  0.2185
H 3.951 -7.148 2.662  0.1636
H 2.247 -6.884 2.387  0.2105
N 3.759 0.688 6.072  -0.3739
C 5.013 0.729 6.295  0.6589
N 5.544 1.748 5.720  -0.3881
O 5.697 -0.037 6.975  -0.6872
H 3.334 -0.193 6.324  0.2397
H 3.306 1.312 5.419  0.1837
H 5.020 2.490 5.277  0.1542
H 6.545 1.832 5.828  0.2132
N -4.759 2.297 -7.738  -0.3223
C -4.443 1.225 -8.324  0.6890
N -3.207 0.916 -8.054  -0.4333
O -5.192 0.789 -9.195  -0.6704
H -5.678 2.697 -7.611  0.2016
H -3.905 2.660 -7.341  0.1061
H -2.609 1.396 -7.397  0.2046
H -2.875 0.378 -8.842  0.2254
N 3.156 7.228 1.063  -0.4033
C 3.036 5.933 1.372  0.6755
N 2.965 5.093 0.386  -0.3842
O 3.084 5.557 2.504  -0.6531
H 3.251 7.885 1.824  0.2180
H 3.125 7.527 0.098  0.1584
H 2.797 4.125 0.616  0.2157
H 3.152 5.472 -0.532  0.1734
N 2.303 -7.528 -4.859  -0.3777
C 1.496 -8.178 -4.041  0.6367
N 1.313 -9.328 -4.526  -0.3545
O 1.026 -7.670 -3.053  -0.6424
H 2.655 -8.139 -5.582  0.1479
H 2.724 -6.639 -4.628  0.2160
H 1.507 -9.509 -5.500  0.1679
H 0.843 -10.076 -4.037  0.2059
C -3.832 -2.965 7.262  -1.1271
C -4.244 -4.422 7.431  0.3894
C -5.032 -4.934 6.214  -1.3118
O -3.014 -5.064 7.453  -0.5396
H -4.643 -2.345 6.879  0.3222
H -2.979 -2.871 6.590  0.2619
H -3.490 -2.396 8.127  0.3238
H -4.859 -4.575 8.317  0.2721
H -5.504 -5.898 6.405  0.3427
H -4.536 -4.903 5.245  0.3906
H -5.911 -4.309 6.053  0.3340
H -2.775 -5.177 6.530  0.3420
C -8.586 0.193 0.760  -1.2982
C -10.061 0.439 1.069  0.5078
C -10.388 0.513 2.577  -1.1885
O -10.412 1.650 0.578  -0.5381
H -8.469 0.135 -0.322  0.3013
H -8.247 -0.691 1.299  0.3637
H -7.912 0.942 1.176  0.3436
H -10.598 -0.389 0.606  0.2088
H -10.297 -0.497 2.974  0.3369
H -11.395 0.888 2.762  0.3405
H -9.756 1.211 3.126  0.2991
H -11.362 1.779 0.612  0.3230
C -1.141 6.076 7.231  -1.0870
C -2.274 5.762 6.164  0.2356
C -2.187 4.320 5.724  -1.2250
O -3.458 5.921 6.839  -0.5635
H -1.097 7.163 7.296  0.3079
H -0.196 5.651 6.892  0.3288
H -1.355 5.604 8.190  0.3106
H -2.068 6.413 5.315  0.3385
H -1.926 3.693 6.576  0.3099
H -1.358 4.291 5.016  0.3563
H -3.182 3.990 5.423  0.3462
H -3.607 5.200 7.454  0.3417
C 7.360 -3.023 -2.348  -1.1989
C 6.453 -2.958 -1.078  0.5135
C 6.460 -1.635 -0.262  -1.2363
O 5.146 -3.420 -1.456  -0.5356
H 6.905 -3.568 -3.176  0.3322
H 8.331 -3.410 -2.040  0.3272
H 7.698 -2.054 -2.715  0.2928
H 6.753 -3.782 -0.431  0.2267
H 5.653 -1.505 0.459  0.3220
H 6.411 -0.756 -0.905  0.3260
H 7.472 -1.551 0.136  0.3301
H 4.939 -4.049 -0.761  0.2960
C 5.352 -0.026 -10.622  -1.3772
C 4.968 1.050 -9.616  0.3729
C 4.664 0.505 -8.173  -1.0822
O 6.139 1.878 -9.543  -0.5729
H 5.933 -0.724 -10.020  0.4016
H 5.878 0.218 -11.545  0.3069
H 4.577 -0.760 -10.841  0.3713
H 4.110 1.617 -9.979  0.3341
H 4.343 -0.531 -8.281  0.3213
H 3.791 1.069 -7.845  0.2895
H 5.402 0.736 -7.405  0.2978
H 6.888 1.313 -9.339  0.3369
C -0.645 -0.747 -0.038  -0.9188
C -0.696 -1.203 -1.541  -0.2324
O 0.446 -0.712 -2.201  -0.5118
H -1.096 -1.493 0.616  0.3012
H -1.259 0.126 0.185  0.2244
H 0.364 -0.547 0.321  0.3061
H -1.657 -0.984 -2.006  0.3372
H -0.709 -2.291 -1.472  0.1962
H 1.159 -1.105 -1.692  0.2980
C -2.671 6.711 -2.122  -0.9182
C -1.539 6.711 -3.205  -0.2799
O -1.391 5.407 -3.815  -0.5042
H -3.526 6.056 -2.292  0.2925
H -3.069 7.718 -1.996  0.3096
H -2.307 6.502 -1.116  0.2949
H -0.614 7.213 -2.922  0.2604
H -1.797 7.290 -4.092  0.2544
H -0.968 4.838 -3.167  0.2892

Computed properties:
- charge = 0
- relative energy (zero: lowest compared OMol25 entry of this formula, charge and spin) (eV) = 1.9512
- highest occupied orbital energy (eV) = -9.40
- calculated total energy (Ha) = -2407.9505
- gap between HOMO and LUMO (eV) = 9.3
- largest force on an atom (eV Å⁻¹) = 8.10

# 2
ORCA calculation (the ωB97M-V functional and the def2-TZVPD basis) on 12 unconnected molecules or ions with the total composition C24H72N12O12 at a distorted geometry.

Each line ends with the Mulliken charge.
Element x y z (Å)
N 1.242 2.537 -2.413  0.3914
C 2.474 2.896 -2.370  0.1131
N 2.530 4.177 -2.294  -0.2572
O 3.508 1.972 -2.203  -0.6162
H 1.025 1.512 -2.516  -1.3901
H 0.522 3.347 -2.557  0.4084
H 3.483 4.423 -1.988  0.2844
H 1.840 4.857 -1.957  0.2282
N 1.092 -0.223 -2.508  0.8815
C 1.179 -0.207 -3.805  0.0073
N 0.147 -0.702 -4.390  -0.0259
O 2.188 0.345 -4.538  -0.7814
H 1.904 0.137 -1.988  -0.5264
H 0.189 -0.266 -1.946  -0.1075
H 0.183 -0.690 -5.451  0.2631
H -0.553 -1.298 -3.884  0.1674
N -3.922 -2.141 3.616  -0.3533
C -2.859 -1.437 3.966  0.3670
N -2.709 -0.261 3.435  -0.0978
O -1.939 -1.944 4.866  -0.7681
H -3.963 -3.047 4.110  0.2298
H -4.731 -1.826 3.098  0.2747
H -1.808 0.182 3.603  -0.0910
H -3.287 0.080 2.692  0.3391
N -3.626 -1.659 0.299  -0.0868
C -4.123 -0.477 0.208  0.3785
N -4.298 -0.173 -1.043  0.0536
O -4.285 0.401 1.310  -0.7990
H -3.439 -2.004 1.252  0.2174
H -3.549 -2.331 -0.455  0.1374
H -4.483 0.742 -1.368  0.1407
H -4.128 -0.908 -1.744  0.1341
N 1.523 5.165 1.748  -0.2359
C 1.341 4.859 0.519  0.7912
N 1.100 3.652 0.281  0.6984
O 1.340 5.870 -0.463  -0.8786
H 1.469 6.132 1.894  0.2822
H 1.259 4.505 2.568  0.2826
H 1.068 3.322 -0.708  -0.1728
H 1.025 2.959 0.988  -0.6438
N -3.346 -3.328 -1.813  -0.3786
C -3.012 -2.416 -2.671  -0.3832
N -3.966 -1.713 -3.141  -0.3462
O -1.670 -2.267 -3.089  -0.7709
H -2.657 -4.093 -1.690  0.2817
H -4.349 -3.561 -1.586  0.3243
H -3.710 -1.039 -3.893  0.3977
H -4.994 -1.883 -3.096  0.3321
C 3.834 -0.857 -0.650  -0.3690
C 4.648 0.003 0.271  0.0594
C 3.783 1.023 1.070  -0.6165
O 5.248 -0.661 1.130  -0.4939
H 4.395 -1.703 -1.055  0.6040
H 3.434 -0.360 -1.491  -0.3981
H 3.066 -1.224 0.014  -0.0124
H 5.408 0.537 -0.314  0.2202
H 3.099 0.543 1.759  -0.3195
H 3.121 1.615 0.383  -0.0024
H 4.331 1.802 1.586  0.7668
H 5.823 -1.220 0.611  0.4523
C -0.152 2.062 3.513  -0.4829
C 0.963 2.766 4.282  -0.4803
C 2.282 2.223 3.696  -0.5064
O 1.010 3.976 4.243  -0.5979
H -0.091 2.358 2.552  0.0688
H -1.136 2.275 3.931  0.7887
H -0.009 0.993 3.609  -0.1343
H 0.886 2.471 5.319  0.5976
H 2.398 2.675 2.737  0.1734
H 2.238 1.118 3.510  -0.0457
H 3.190 2.322 4.270  0.5230
H 1.740 4.189 4.842  0.4103
C 0.591 0.259 0.453  0.8639
C -0.905 0.198 0.090  1.8367
C -1.461 1.614 -0.025  -1.7679
O -1.073 -0.291 -1.038  1.8842
H 1.151 0.833 -0.284  -0.5056
H 1.013 -0.739 0.396  -0.7321
H 0.787 0.639 1.452  -0.1972
H -1.495 -0.277 0.833  0.0950
H -0.944 2.202 -0.716  0.1118
H -1.449 2.136 0.899  0.4272
H -2.510 1.680 -0.386  0.1053
H -1.963 -0.735 -0.946  -0.7943
C 0.784 -1.782 2.906  0.6011
C 0.907 -2.594 4.226  0.1308
C 2.196 -3.362 4.121  -1.5542
O 0.965 -1.959 5.285  -0.5947
H 1.688 -1.176 2.688  -0.2604
H -0.122 -1.156 2.917  -0.7919
H 0.608 -2.535 2.214  0.3381
H 0.162 -3.339 4.311  0.5306
H 3.069 -2.784 3.709  0.2365
H 2.027 -4.257 3.531  0.3581
H 2.450 -3.891 5.060  0.4242
H 0.037 -1.848 5.533  0.4425
C -1.582 2.207 -3.729  -1.2648
C -2.625 1.082 -3.710  2.9838
C -3.976 1.694 -3.661  -2.2806
O -2.625 0.202 -4.628  -0.8603
H -1.829 3.161 -4.299  0.3151
H -0.605 1.784 -4.102  0.3912
H -1.422 2.517 -2.704  0.0494
H -2.607 0.563 -2.741  -1.1868
H -4.683 0.916 -3.599  0.5938
H -4.301 2.248 -4.568  0.3646
H -4.104 2.237 -2.767  0.5096
H -1.729 -0.226 -4.620  0.4363
C 1.735 -5.057 -1.918  -1.8790
C 1.155 -3.679 -1.994  1.3050
C 0.432 -3.372 -0.735  -0.0720
O 1.974 -2.768 -2.216  -0.5066
H 0.935 -5.747 -1.888  0.3995
H 2.349 -5.166 -1.029  0.4003
H 2.451 -5.267 -2.686  0.4456
H 0.423 -3.593 -2.810  -0.1616
H -0.259 -2.582 -0.764  -0.9861
H 1.170 -2.994 0.027  0.0899
H -0.113 -4.243 -0.394  0.7127
H 1.592 -1.905 -2.455  0.1120

Computed properties:
- charge = 0
- relative energy (zero: lowest compared OMol25 entry of this formula, charge and spin) (eV) = 15.2851
- highest occupied orbital energy (eV) = -8.53
- calculated total energy (Ha) = -2517.2764
- gap between HOMO and LUMO (eV) = 7.4
- largest force on an atom (eV Å⁻¹) = 12.97